Record 1
Molecular formula: C9H24CdNO5
Method: DFT, ωB97M-V/def2-TZVPD

XYZ file:
```
40
Properties=species:S:1:pos:R:3:forces:R:3:lowdin_charge:R:1
Cd -0.3149 0.2673 -0.9463 -1.35 0.53 -1.71 1.385
C -3.5362 0.3876 0.2072 0.10 0.16 0.06 -0.413
O -2.4041 0.2465 -0.5215 -0.05 -0.27 0.14 -0.460
H -4.0320 1.3740 0.0507 0.00 -0.08 0.09 0.050
H -4.3060 -0.3734 -0.0513 0.00 0.02 0.12 0.047
H -3.3801 0.3062 1.3142 -0.16 -0.04 -0.04 0.032
C -0.6801 -2.0084 -3.2396 0.06 -0.24 -0.14 -0.421
O -0.0894 -0.8585 -2.8400 0.51 0.36 0.33 -0.462
H 0.0492 -2.8519 -3.3806 -0.15 0.03 0.08 0.040
H -1.4544 -2.3909 -2.5384 -0.05 -0.06 -0.12 0.034
H -1.1729 -1.9047 -4.2349 -0.10 -0.09 0.14 0.044
C 0.3563 3.4543 -1.2897 0.02 0.20 0.59 -0.428
O 0.1777 2.2048 -1.7523 0.34 -0.22 -0.22 -0.450
H -0.1500 4.2164 -1.9181 0.10 0.12 0.07 0.047
H -0.0262 3.6197 -0.2444 0.01 0.07 -0.17 0.046
H 1.4385 3.7589 -1.2319 -0.13 0.12 -0.08 0.037
C -1.2399 -2.7111 0.5407 -0.35 0.18 0.13 -0.092
O -0.1736 -1.9499 0.0267 0.38 -0.34 0.15 -0.266
C 0.9965 -1.9098 0.8068 -0.11 -0.67 0.05 -0.238
C 2.1126 -1.4081 -0.0773 0.76 -0.02 -0.07 -0.193
N 1.9210 -0.0313 -0.5375 1.41 0.19 1.32 -0.106
C 2.4120 1.0130 0.3942 -0.32 0.56 -0.25 -0.181
C 1.6111 1.1795 1.6803 -0.02 -0.83 0.04 -0.230
O 0.2417 1.0711 1.3845 0.35 0.11 -0.22 -0.276
C -0.6078 1.4944 2.4067 -0.26 0.54 0.36 -0.100
H -1.8294 -3.0530 -0.3078 0.03 0.02 -0.01 0.084
H -1.8932 -2.0951 1.1678 0.09 -0.03 0.06 0.086
H -0.8697 -3.5745 1.1058 0.02 0.01 -0.02 0.082
H 1.2674 -2.9304 1.1223 -0.05 0.05 0.00 0.123
H 0.8517 -1.3222 1.7181 -0.03 0.12 -0.04 0.107
H 2.1619 -2.0592 -0.9502 -0.28 0.10 -0.14 0.127
H 3.0819 -1.5598 0.4372 -0.19 0.23 0.12 0.119
H 2.4970 0.1521 -1.3501 -0.63 -0.38 -0.54 0.122
H 2.3157 1.9493 -0.1635 -0.03 -0.09 -0.03 0.096
H 3.4763 0.8912 0.6443 -0.06 -0.18 0.10 0.116
H 1.8304 2.1434 2.1487 0.09 0.08 -0.08 0.124
H 1.8728 0.3808 2.3974 0.07 0.20 0.08 0.113
H -0.5004 0.8757 3.3101 -0.13 -0.11 -0.12 0.091
H -1.6228 1.4716 2.0117 0.05 -0.23 0.08 0.074
H -0.3887 2.5345 2.7004 0.06 -0.12 -0.11 0.091
```
Positions in Å, forces in eV/Å.

Its relative energy (zero: lowest compared OMol25 entry of this formula, charge and spin) is 0.00 kcal per mole. Its HOMO-LUMO gap is 0.236 Eh. Its total charge is -1.

***

Record 2
Molecular formula: C9H24Cl3CrO9S3
Method: DFT, ωB97M-V/def2-TZVPD

XYZ file:
```
49
Properties=species:S:1:pos:R:3:forces:R:3:lowdin_spin:R:1
Cr -0.7675 -0.4555 0.5394 -0.72 -0.32 -0.01 3.850
Cl -0.9729 1.9872 0.9020 0.11 -0.68 0.04 0.009
Cl -1.2003 -1.3256 2.8768 0.11 0.24 -0.65 0.024
Cl -0.7309 -2.7811 -0.6902 0.06 0.70 0.50 0.002
O 1.4225 -0.4794 0.8197 0.68 0.37 -0.16 0.038
S 2.6596 -0.4442 1.5232 0.34 -0.07 1.49 0.009
O 3.9031 -0.3727 0.8021 -0.42 -0.21 0.23 0.004
O 2.6035 0.8339 2.5297 -0.30 -1.35 -0.59 0.001
C 3.8505 1.2311 3.0808 1.15 1.30 -0.16 0.000
C 3.6024 2.2765 4.1436 -0.96 0.43 0.21 0.000
C 2.5609 -1.8122 2.7015 -0.69 0.62 -0.24 0.001
H 4.4323 1.6990 2.2818 -0.02 -0.07 -0.06 0.000
H 4.5009 0.4404 3.4627 -0.52 -0.48 0.01 0.000
H 3.1132 1.8827 5.0366 0.28 -0.22 0.03 0.000
H 2.8946 3.0294 3.7838 0.09 -0.11 -0.27 0.000
H 4.4999 2.8300 4.4144 0.21 -0.31 0.03 0.000
H 1.6593 -1.5783 3.2768 -0.05 0.08 -0.10 0.000
H 3.3966 -1.9158 3.3857 0.31 0.07 -0.35 0.000
H 2.3094 -2.7050 2.1322 0.34 -0.03 -0.10 0.000
O -2.7285 -0.1824 -0.7917 0.13 0.29 -0.24 0.029
S -3.9180 -0.4367 -1.5334 -1.09 -1.19 -0.09 0.005
O -3.8962 -0.8077 -2.9224 -0.01 0.40 0.89 0.002
O -4.7006 -1.6516 -0.7882 0.47 1.29 -0.70 0.001
C -4.6241 -1.6637 0.6521 -0.50 0.62 0.99 0.001
C -4.4234 -3.0724 1.1252 0.03 -1.11 -0.32 0.000
C -4.9803 0.9870 -1.2870 0.44 0.16 -0.50 0.001
H -5.5522 -1.2313 1.0511 -0.12 -0.19 -0.28 0.000
H -3.8570 -0.9913 1.0442 0.32 -0.30 -0.41 0.001
H -5.3420 -3.5941 1.4081 -0.11 0.36 0.20 0.000
H -3.6938 -3.1499 1.9290 0.00 0.15 0.00 0.000
H -4.0599 -3.6701 0.2857 0.37 0.17 0.08 0.000
H -4.3937 1.8268 -1.6654 0.17 -0.05 0.22 0.000
H -5.1747 1.1265 -0.2277 0.04 -0.10 0.03 0.000
H -5.8854 0.9674 -1.8890 -0.05 -0.51 0.12 0.000
O -0.0031 0.1742 -1.5288 0.19 -0.01 -0.67 0.014
S -0.0105 0.6198 -2.8905 0.01 1.15 -0.65 0.003
O -1.0984 1.4020 -3.4023 0.46 -0.47 0.18 0.001
O 1.3314 1.5277 -3.1210 -1.24 -0.44 0.54 0.001
C 2.2947 1.4872 -2.0555 1.39 -0.87 -0.08 0.000
C 3.5549 2.1420 -2.6189 -0.78 1.38 0.11 0.000
C 0.3126 -0.7382 -4.0083 0.18 0.02 0.78 0.001
H 2.4512 0.4412 -1.7733 0.18 0.05 -0.14 0.000
H 2.0050 1.9754 -1.1237 -0.58 0.24 -0.32 0.000
H 3.3447 3.2209 -2.6278 0.15 -0.01 0.20 0.000
H 3.7393 1.9725 -3.6787 0.15 -0.81 0.15 0.000
H 4.4255 2.0094 -1.9818 0.04 -0.32 -0.11 0.000
H 0.4755 -0.4151 -5.0311 -0.16 0.39 0.08 0.000
H -0.5458 -1.4023 -3.9266 0.04 -0.07 0.09 0.000
H 1.2154 -1.2136 -3.6250 -0.14 -0.20 0.01 0.000
```
Positions in Å, forces in eV/Å.

Its relative energy (zero: lowest compared OMol25 entry of this formula, charge and spin) is 0.00 kcal per mole. Its expectation value of S² is 6.013. As for the multiplicity: 5. Its HOMO-LUMO gap (spin up / spin down) is 0.259 / 0.286 Eh. Its total charge is -1.

***

Record 3
Molecular formula: C9H24FO3Rb
Method: DFT, ωB97M-V/def2-TZVPD

XYZ file:
```
38
Properties=species:S:1:pos:R:3:forces:R:3:lowdin_charge:R:1
Rb 3.3949 1.1714 2.2283 -0.81 -0.41 -0.57 0.899
F 1.1515 -0.0471 0.9571 0.66 0.24 0.21 -0.666
C -2.4063 1.4478 4.4679 -0.34 0.26 0.01 -0.072
C -1.6862 0.5291 3.5301 -0.28 -0.75 -1.97 -0.471
C -2.6638 -0.3480 2.6527 0.96 -0.82 1.55 -0.037
O -0.9508 1.2822 2.5621 -0.13 1.09 0.92 -0.081
H -3.0327 2.1307 3.8941 0.07 0.15 -0.06 0.082
H -1.7192 2.0271 5.0847 0.01 0.02 -0.02 0.074
H -3.0842 0.8890 5.1131 0.11 -0.12 0.11 0.080
H -0.9391 -0.0498 4.0731 -0.28 -0.57 0.22 0.128
H -2.0730 -0.8294 1.8734 -0.20 0.91 -0.68 0.051
H -3.5543 0.2143 2.3718 0.36 0.02 -0.50 0.084
H -2.9904 -1.2746 3.1248 -0.42 0.15 0.88 0.065
H -0.3742 0.6850 2.0799 0.47 -0.35 -0.63 0.017
C -0.6785 -1.5266 -2.5590 -0.67 -1.53 -1.57 -0.055
C -1.8974 -1.1711 -1.7089 1.66 -0.38 2.75 -0.440
C -2.4937 -2.2182 -0.7513 0.14 -1.90 -1.54 -0.070
O -1.3474 -0.3035 -0.7398 -0.39 2.61 0.11 -0.101
H -0.2054 -0.7262 -3.1279 -0.63 0.54 0.23 0.067
H -0.9939 -2.2576 -3.3036 0.05 -0.20 -0.40 0.068
H 0.1805 -2.0028 -2.0863 -0.36 -0.02 0.87 0.084
H -2.7320 -0.7251 -2.2500 0.38 0.42 -0.15 0.138
H -2.7624 -3.0783 -1.3645 -0.90 -0.29 0.12 0.068
H -3.2963 -1.8571 -0.1083 -0.15 0.23 -0.58 0.076
H -1.7870 -2.6799 -0.0617 0.63 0.45 -0.04 0.078
H -0.6868 -0.8027 -0.2539 0.43 0.23 0.19 0.042
C 4.1376 1.8874 -1.5603 -1.44 -0.20 0.25 -0.039
C 2.9716 0.8334 -1.8614 0.83 1.17 -3.19 -0.509
C 3.0383 0.3915 -3.3535 -1.00 1.84 0.24 -0.049
O 3.0475 -0.2922 -1.1314 0.87 -1.69 1.99 -0.060
H 4.9413 1.4061 -1.0031 0.03 -0.04 -0.06 0.064
H 3.6888 2.6933 -0.9796 0.10 0.02 0.57 0.053
H 4.5449 2.4505 -2.4000 0.00 -0.56 -0.38 0.066
H 1.9805 1.2618 -1.7118 0.07 0.58 0.02 0.139
H 2.7780 1.3059 -3.8867 0.89 0.41 -0.53 0.069
H 2.1557 -0.1582 -3.6803 0.34 -0.99 0.55 0.059
H 4.0041 -0.0213 -3.6449 -0.24 -0.06 -0.04 0.083
H 2.3402 -0.2369 -0.4846 -0.82 -0.46 1.11 0.016
```
Positions in Å, forces in eV/Å.

Its relative energy (zero: lowest compared OMol25 entry of this formula, charge and spin) is 51.58 kcal per mole. Its HOMO-LUMO gap is 0.286 Eh. Its total charge is 0.

***

Record 4
Molecular formula: C9H24FO3Rb2
Method: DFT, ωB97M-V/def2-TZVPD

XYZ file:
```
39
Properties=species:S:1:pos:R:3:forces:R:3:lowdin_charge:R:1
Rb 2.5516 -0.2081 2.6591 -0.14 0.02 -0.08 1.003
Rb 3.5557 -0.1182 -2.0805 -0.59 0.19 0.24 0.917
F 1.5634 -0.0170 -0.0256 0.66 -0.33 0.13 -0.715
C -1.1718 3.0546 1.8125 -0.38 0.58 -1.09 -0.048
C -1.2705 1.6218 2.3099 -0.04 0.53 0.36 -0.447
C -2.0410 0.7054 1.3808 -0.97 -0.19 -0.48 -0.034
O 0.0523 1.1425 2.6038 0.83 -0.58 0.22 -0.176
H -1.0024 3.0934 0.7303 0.32 -0.28 0.09 0.064
H -0.3917 3.6611 2.2684 0.06 -0.29 0.33 0.080
H -2.1076 3.6170 1.9070 -0.06 -0.32 0.40 0.086
H -1.7681 1.6246 3.2859 0.01 0.02 -0.12 0.137
H -1.4715 0.1396 0.6392 0.48 0.08 0.31 0.075
H -2.7539 1.2612 0.7628 0.11 0.28 0.21 0.086
H -2.6709 0.0035 1.9297 0.29 -0.17 0.07 0.083
H 0.3318 0.4827 1.9594 -0.88 0.29 -0.70 -0.040
C 1.7914 -3.8794 1.5314 -0.69 0.39 -0.25 -0.056
C 0.6008 -3.6953 0.5779 0.05 -0.62 0.38 -0.495
C -0.4694 -4.7702 0.7821 0.05 0.94 -0.44 -0.037
O 0.0831 -2.3741 0.7054 0.42 -0.28 -0.11 -0.068
H 2.1826 -4.8943 1.5319 0.18 0.05 -0.17 0.084
H 1.4680 -3.6426 2.5479 0.13 0.10 0.02 0.085
H 2.5235 -3.1602 1.1554 0.48 -0.12 0.43 0.056
H 1.0055 -3.8265 -0.4327 -0.13 -0.02 -0.14 0.133
H -1.1620 -4.7301 -0.0595 0.07 -0.27 -0.05 0.082
H -1.0876 -4.6112 1.6646 0.32 -0.01 0.27 0.087
H 0.0634 -5.7164 0.8180 -0.36 -0.26 0.02 0.080
H 0.7530 -1.7959 0.2962 -0.47 0.49 0.07 0.027
C -1.2157 2.0215 -2.9844 -0.67 -0.20 0.82 -0.044
C 0.2511 1.9379 -2.5899 0.31 -0.32 0.77 -0.489
C 1.1601 2.8880 -3.3639 -1.18 0.36 -0.25 -0.051
O 0.3914 2.2583 -1.1863 0.04 -0.23 -0.50 -0.088
H -1.8108 1.6070 -2.1628 0.23 -0.14 0.04 0.077
H -1.5168 1.4215 -3.8430 0.33 0.34 -0.34 0.083
H -1.5802 3.0491 -3.0382 0.24 0.04 -0.42 0.087
H 0.5549 0.8851 -2.7045 0.10 0.03 -0.14 0.112
H 2.0879 3.1163 -2.8453 0.15 -0.24 -0.05 0.071
H 0.5809 3.8161 -3.4151 0.39 0.19 0.02 0.085
H 1.2938 2.5930 -4.4061 0.24 -0.16 0.07 0.083
H 0.6457 1.4386 -0.7217 0.02 0.09 0.07 0.027
```
Positions in Å, forces in eV/Å.

Its relative energy (zero: lowest compared OMol25 entry of this formula, charge and spin) is 13.84 kcal per mole. Its HOMO-LUMO gap is 0.311 Eh. Its total charge is +1.

***

Record 5
Molecular formula: C9H24GaO2P2
Method: DFT, ωB97M-V/def2-TZVPD

XYZ file:
```
38
Properties=species:S:1:pos:R:3:forces:R:3:lowdin_charge:R:1
Ga -0.7734 -0.2305 -0.1065 -0.75 -0.39 0.95 0.214
H 1.0275 1.4527 -0.1438 0.87 -0.78 -0.28 0.044
H 1.3510 0.7536 -0.2093 -0.04 1.21 0.02 0.035
P -1.5038 2.0678 -0.7529 -0.92 0.43 -0.50 0.737
P 0.6911 -2.1576 -0.1467 -0.24 -0.77 -0.08 0.738
C 0.3052 -3.2708 1.2402 -0.06 -0.03 0.16 -0.224
H 0.7022 -4.2722 1.0254 -0.05 0.24 0.03 0.067
H 0.7148 -2.8942 2.1822 -0.10 -0.10 -0.26 0.038
H -0.7845 -3.3358 1.3394 0.19 0.00 -0.02 0.064
C 0.0358 -3.0977 -1.5752 0.10 0.07 -0.05 -0.265
H 0.2748 -2.5788 -2.5099 -0.03 -0.10 0.13 0.056
H 0.4592 -4.1095 -1.6057 -0.04 0.25 0.04 0.062
H -1.0525 -3.1687 -1.4940 0.15 0.03 0.02 0.039
C 2.4886 -2.2572 -0.3724 0.37 0.18 -0.19 -0.232
H 3.0374 -1.8268 0.4730 -0.22 -0.19 -0.21 0.031
H 2.7832 -3.3116 -0.4855 -0.16 0.31 0.04 0.069
H 2.7751 -1.7164 -1.2852 -0.04 -0.15 0.21 0.062
C -2.6394 1.7276 -2.1510 0.10 0.03 0.01 -0.269
H -3.1907 2.6243 -2.4636 0.19 -0.19 0.14 0.061
H -2.0612 1.3449 -3.0014 -0.12 0.09 0.16 0.055
H -3.3492 0.9482 -1.8537 0.12 0.15 -0.03 0.040
C -2.5792 2.7919 0.5365 0.10 -0.05 0.16 -0.240
H -1.9648 3.1191 1.3845 -0.13 -0.06 -0.16 0.058
H -3.1479 3.6496 0.1522 0.20 -0.23 0.02 0.063
H -3.2800 2.0328 0.9042 0.13 0.13 -0.11 0.058
C -0.4819 3.4649 -1.3377 0.31 0.01 -0.01 -0.254
H 0.1623 3.1426 -2.1664 -0.17 0.04 0.19 0.056
H -1.1110 4.2963 -1.6900 0.09 -0.33 0.17 0.064
H 0.1637 3.8349 -0.5306 -0.16 -0.09 -0.15 0.051
C -1.0504 -0.0170 1.8651 -0.19 -0.03 -0.97 -0.265
O -1.4463 0.1138 2.9437 0.00 0.13 0.24 0.067
H -1.9331 -0.9255 -0.9199 0.05 0.10 -0.17 -0.034
C 2.8940 0.5758 1.9403 1.39 0.47 0.56 -0.073
C 1.8061 -0.3280 2.2177 -1.62 -0.59 -1.65 -0.323
O 1.1831 -0.8550 3.0560 0.68 -0.10 1.46 0.083
H 3.3222 0.2822 0.9764 0.04 0.33 0.15 0.066
H 3.6839 0.5391 2.7084 -0.16 0.18 -0.09 0.106
H 2.4879 1.5910 1.8564 0.12 -0.20 0.05 0.098
```
Positions in Å, forces in eV/Å.

Its HOMO-LUMO gap (spin up / spin down) is 0.260 / 0.204 Eh. Its total charge is +1.

***

Record 6
Molecular formula: C9H24N18O2V
Method: DFT, ωB97M-V/def2-TZVPD

XYZ file:
```
54
Properties=species:S:1:pos:R:3:forces:R:3:lowdin_spin:R:1
V 0.4904 0.1137 0.2538 0.32 -0.25 -0.10 0.945
N -0.9974 -1.4586 0.8902 0.13 0.07 -0.02 0.002
C -0.8742 -2.7328 0.1772 0.05 0.01 -0.01 0.002
C 0.5942 -3.0160 -0.0842 -0.08 0.05 -0.01 0.003
N 1.2454 -1.8920 -0.7841 -0.09 -0.04 0.02 0.004
C 2.7084 -2.0400 -0.6822 -0.03 0.11 -0.02 0.001
C 3.2071 -1.4889 0.6363 0.04 0.04 0.04 0.002
N 2.7438 -0.1027 0.7300 -0.10 0.00 -0.10 0.008
C 0.8420 -1.8465 -2.2028 0.01 -0.05 0.00 0.001
C 0.8937 -0.4272 -2.7224 -0.02 0.06 -0.06 0.005
N -0.0265 0.3889 -1.9259 0.17 -0.01 0.10 0.002
H -0.8468 -1.5562 1.8951 -0.06 0.00 0.00 0.000
H -1.9209 -1.0694 0.7428 -0.04 0.08 0.01 0.001
H -1.4268 -2.6496 -0.7589 0.00 0.01 -0.01 0.000
H -1.3042 -3.5736 0.7301 0.00 0.02 0.01 0.000
H 0.7116 -3.9490 -0.6526 0.01 0.01 -0.01 0.000
H 1.0997 -3.1517 0.8738 -0.02 0.00 -0.01 0.000
H 3.1722 -1.4619 -1.4861 -0.06 -0.02 -0.02 0.000
H 2.9999 -3.0867 -0.8271 0.05 -0.02 0.03 0.000
H 4.2957 -1.5808 0.6937 0.00 -0.05 -0.02 0.000
H 2.7862 -2.0395 1.4792 0.01 0.02 0.00 0.000
H 3.2362 0.4883 0.0646 -0.01 -0.01 0.01 0.002
H 2.9302 0.2797 1.6514 -0.07 -0.01 -0.01 0.001
H -0.1834 -2.2057 -2.2922 0.00 0.02 0.01 0.000
H 1.4712 -2.5117 -2.8073 0.01 -0.01 0.01 0.000
H 0.6589 -0.4206 -3.7916 -0.03 0.00 0.01 0.001
H 1.8961 -0.0071 -2.6106 0.00 0.01 0.00 0.001
H -0.9892 0.1284 -2.1180 -0.02 0.00 0.03 0.000
H 0.1058 1.3736 -2.1499 0.02 0.00 0.05 0.000
N 1.6273 2.6195 2.3700 0.30 -0.07 0.07 0.000
C 1.0965 1.5063 2.9899 -0.14 -0.05 -0.02 0.003
N 1.0759 1.3644 4.3049 0.05 0.07 0.03 0.002
N 0.4630 0.1880 4.5037 -0.13 -0.16 -0.02 0.002
N 0.1230 -0.3418 3.3780 0.02 -0.07 0.19 0.004
N 0.5253 0.4689 2.3722 0.03 0.40 -0.35 0.002
C 1.6271 2.9215 1.0243 -0.09 0.02 -0.16 0.002
N 2.0484 4.0861 0.5585 0.06 0.03 0.08 0.002
N 1.8526 4.0076 -0.7659 -0.14 -0.04 -0.18 0.001
N 1.3268 2.8726 -1.0815 0.14 0.16 -0.06 0.003
N 1.1826 2.1309 0.0431 -0.18 -0.19 0.46 0.001
H 2.0577 3.2994 2.9752 -0.06 0.01 -0.01 0.000
N -1.6256 1.8308 0.7778 -0.22 -0.04 -0.10 0.000
N -2.9975 2.0224 0.5532 0.08 0.20 0.19 0.000
C -3.6818 1.3421 -0.3924 -0.22 -0.02 -0.20 0.000
N -4.9491 1.7298 -0.5941 0.09 -0.08 0.01 0.000
N -3.0172 0.3810 -1.0235 0.17 -0.11 0.05 0.000
N -3.6415 -0.3564 -1.9846 -0.21 -0.04 -0.16 0.000
O -4.8476 -0.2553 -2.2320 0.33 -0.06 0.06 0.000
O -2.9092 -1.1330 -2.5830 -0.18 0.21 0.22 0.000
H -1.4589 1.7270 1.7751 0.02 -0.01 -0.09 0.000
H -1.0934 2.6197 0.4176 -0.01 -0.10 0.03 0.000
H -3.4270 2.8572 0.9306 0.05 -0.13 -0.05 0.000
H -5.3696 2.4279 -0.0073 0.01 0.00 -0.01 0.000
H -5.5070 1.1792 -1.2319 0.07 0.02 0.04 0.000
```
Positions in Å, forces in eV/Å.

Its relative energy (zero: lowest compared OMol25 entry of this formula, charge and spin) is 0.00 kcal per mole. Its expectation value of S² is 0.753. As for the multiplicity: 2. Its HOMO-LUMO gap (spin up / spin down) is 0.229 / 0.208 Eh. Its total charge is 0.

***

Asked for E_tot across the records above, the calculation gives -26011.5877, -126648.6430, -19236.6317, -19889.0157, -84760.5749, -66324.0144 eV in order.